Here is 2 unconnected molecules or ions with the total composition C9H16NO in a non-equilibrium geometry from OMol25. Energies are from ωB97M-V/def2-TZVPD.

Geometry as XYZ:
```
27
C9H16NO ωB97M-V/def2-TZVPD
H -0.8760 0.0526 -0.5532
C 0.2985 -1.0036 1.2360
N -2.5655 -1.2403 -0.4706
H -2.3394 -1.7107 -1.3474
H -2.3402 1.9178 -1.6660
C -1.9522 0.1376 -0.4815
H 2.9476 2.6445 -0.3122
H 3.4742 1.4238 -1.3781
H -2.2703 -1.8334 0.3253
C 1.5434 1.0310 1.3770
H 4.2523 1.4826 0.1926
C 1.2185 -1.4783 0.3272
H 2.7329 -0.8388 -1.1370
H 1.8967 1.8306 2.0145
H -0.7672 -2.1396 2.4389
H 1.1628 -2.5129 0.0093
C 2.1442 -0.6230 -0.2587
H -3.5823 -1.1626 -0.4244
C 3.2984 1.6175 -0.3232
O -0.8722 -1.6826 1.5899
C 2.2433 0.6834 0.2201
C -2.4413 0.8388 -1.7268
H -1.8676 0.5732 -2.6195
C 0.5283 0.2155 1.8627
H -3.4812 0.6591 -1.9923
H -0.1598 0.5242 2.6380
H -2.2258 0.5936 0.4595
```

* energy relative to the best compared isomer or geometry (same formula, charge and spin): 0.2294 eV
* HOMO level: -12.18 eV
* charge: +1

From a Löwdin analysis of the wavefunction, the atomic charges in e read: H 0.10; C -0.36; N 0.18; H 0.17; H 0.09; C -0.19; H 0.08; H 0.08; H 0.14; C -0.03; H 0.10; C -0.02; H 0.12; H 0.12; H 0.13; H 0.12; C -0.02; H 0.17; C -0.04; O -0.03; C -0.27; C -0.07; H 0.09; C -0.02; H 0.08; H 0.12; H 0.13

Here is C16H22BClN2O5 in the gas phase in a non-equilibrium geometry from OMol25. Energies are from ωB97M-V/def2-TZVPD.

Geometry as XYZ:
```
47
C16H22BClN2O5 ωB97M-V/def2-TZVPD
H -1.1121 -2.6028 -1.3336
H 2.4112 -1.7438 1.5416
H 1.0741 -1.9057 -3.9573
H -3.1126 -1.9689 -3.4243
H -0.5180 -0.4463 0.2433
C -0.9371 2.2101 1.3117
H 0.8496 -3.7175 -1.6538
H 0.8359 0.1791 -0.6112
B 0.2609 -3.0930 0.1168
H -2.9229 0.5737 -2.8112
H 2.1404 -2.4072 2.9422
H 1.0685 -3.9597 1.6314
O -0.1093 1.0959 4.3384
C 1.5248 -1.9647 2.1624
C 0.3097 -0.1773 -3.1927
C 0.3297 1.8583 2.0834
N 1.3735 2.9718 1.8098
H -0.9607 3.3126 1.2015
O 1.2041 -3.6972 -0.7869
C -1.0286 -2.0978 -3.7079
C 0.1693 0.4051 0.2059
O 0.4536 3.3527 -0.9750
Cl -0.9426 -3.8174 -4.0362
C -2.1670 -1.3434 -3.4582
C -0.8476 0.6088 -3.0453
C -0.7571 2.0251 -2.6092
H 1.2557 3.2872 0.8690
C 0.5900 -2.9814 1.6714
C -2.0732 -0.0344 -3.1421
C 0.9565 0.5673 1.4990
H 1.4788 -0.2183 3.5714
C -0.0059 2.0524 3.6016
N -0.6129 1.6698 -0.0535
H -0.0613 -0.6304 3.0028
H -1.6840 2.4866 -2.8691
C -0.2923 2.4702 -1.1812
H 2.0383 0.8787 1.3018
H -0.0882 2.4956 -3.3191
C 0.9243 -0.5399 2.6286
H -0.3438 -3.2285 2.2204
C 0.1968 -1.4885 -3.5601
H 1.2474 3.7492 2.4231
H -1.7380 1.5900 1.7363
H 1.2176 0.3871 -2.9520
O -0.1764 3.3039 4.0202
H -0.4885 3.1693 4.9168
O -0.9305 -2.6364 -0.3712
```

* HOMO level: -8.60 eV
* SMILES: N[C@@]1(C(=O)O)CN(C(=O)Cc2ccc(Cl)cc2)C[C@@H]1CCCB(O)O

From a Löwdin analysis of the wavefunction, the atomic charges in e read: H 0.08; H 0.12; H 0.10; H 0.14; H 0.11; C -0.05; H 0.03; H 0.11; B -0.61; H 0.13; H 0.10; H 0.10; O 0.08; C -0.20; C -0.02; C -0.33; N 0.09; H 0.15; O 0.12; C -0.67; C -0.08; O 0.13; Cl 0.69; C -0.10; C -0.22; C -0.04; H 0.03; C -0.12; C -0.04; C -0.19; H 0.13; C -0.45; N -0.04; H 0.09; H 0.11; C -0.39; H 0.16; H 0.12; C -0.10; H 0.13; C -0.13; H 0.05; H 0.14; H 0.13; O 0.13; H 0.13; O 0.14

Here is a molecular structure, C33H34AsInNO6S4 in a non-equilibrium geometry from OMol25. Energies are from ωB97M-V/def2-TZVPD.

Geometry as XYZ:
```
80
C33H34AsInNO6S4 ωB97M-V/def2-TZVPD
H -1.4929 -7.1134 1.7140
C 1.8213 -1.2634 -2.8907
H -1.2621 -2.8940 2.4533
C -5.4755 -2.4899 2.5690
H 5.0904 -0.3571 0.8258
H 5.7673 0.4018 2.2497
H -2.4836 2.2415 -3.6734
H -8.4631 -1.1347 3.3745
H 2.5047 -1.1714 -3.7392
O -2.0876 -0.7799 1.2483
H -5.6153 0.1971 0.5120
C -1.8446 -6.1074 1.5259
H -7.6936 0.5752 1.7797
H 2.5472 -4.6280 -0.2985
H 0.8116 -1.2925 -3.3020
H 4.1638 -0.7602 3.7228
In -0.4377 0.7014 1.8823
H 2.1023 -3.3432 -2.7406
O 0.4732 0.6577 -1.4540
C -2.8844 2.2591 1.6636
C 3.3834 1.4856 -0.0750
H 4.0010 -3.8657 1.5059
S 3.6567 1.3799 1.7077
C -1.7094 -3.7429 1.9495
C -5.1287 -1.3517 -3.0141
H -5.8142 -1.6463 -1.0052
C -2.7464 -1.2313 -3.3070
H 3.2209 -2.4295 -1.7479
O -4.7146 3.4586 -2.7148
C -3.3484 -4.6095 0.4003
C -6.6955 -2.3335 3.2079
C -3.8089 2.9146 -0.6238
H 2.3257 -0.4387 0.0542
C -7.0705 -0.2833 1.9929
C -3.7175 2.8976 -2.0081
C 2.2071 -3.8123 0.3413
S 1.9209 0.3861 -2.1417
H -4.5460 3.3952 -3.6618
C -1.2585 -5.0346 2.1844
C -2.6103 2.2942 -2.6001
H -7.0297 -3.0668 3.9289
N -1.7179 1.7826 -0.4257
C 4.3410 -1.1317 2.7134
H -3.3445 -6.7349 0.1243
H -1.5741 -1.3909 -1.5059
C 3.3913 -3.1148 0.9998
C -0.4597 1.1632 -2.3905
C 2.1796 -2.4886 -2.0649
H -4.1649 -1.1056 -4.9123
H 4.0263 -2.6284 0.2535
H 3.7370 -0.4367 -1.0347
C -4.0280 -1.2129 -3.8442
H 1.5567 -4.2492 1.0987
H -4.8533 -3.3509 2.7818
C -2.5671 -1.3730 -1.9401
H -4.1658 -4.4456 -0.2931
H 4.2921 1.8153 -0.5791
S 1.1124 -2.7359 -0.6255
As -3.3713 -1.7439 0.7875
H 5.1068 -1.9057 2.7938
O -3.9636 1.9515 2.1480
C -7.4924 -1.2365 2.9067
C 4.8444 0.0054 1.8249
C -4.9523 -1.5075 -1.6446
H -4.6650 3.3602 -0.1361
C -5.0706 -1.5472 1.6290
O -0.2148 1.0780 -3.5554
H -6.1275 -1.3516 -3.4302
S 2.7867 -1.8998 2.1983
O -1.7811 2.5077 2.2616
C 2.8995 0.1587 -0.6608
C -2.8028 2.3321 0.1298
C -3.6709 -1.5073 -1.1037
C -2.7554 -3.5378 1.0582
C -2.8873 -5.8969 0.6333
H 2.6362 2.2716 -0.1961
C -1.6529 1.7668 -1.7525
H -1.8927 -1.1424 -3.9677
C -5.8158 -0.3889 1.4017
H -0.4554 -5.2056 2.8905
```

* energy relative to the best compared isomer or geometry (same formula, charge and spin): 4.1141 eV
* HOMO level: -9.87 eV
* charge: +1

From a Löwdin analysis of the wavefunction, the atomic charges in e read: H 0.11; C -0.34; H 0.10; C -0.08; H 0.07; H 0.08; H 0.14; H 0.11; H 0.11; O -0.64; H 0.10; C -0.07; H 0.11; H 0.09; H 0.09; H 0.08; In 0.88; H 0.10; O -0.29; C -0.67; C -0.51; H 0.09; S 0.86; C -0.09; C -0.06; H 0.10; C -0.08; H 0.07; O 0.10; C -0.09; C -0.07; C 0.10; H 0.01; C -0.05; C -0.27; C -0.52; S 1.23; H 0.12; C -0.08; C 0.08; H 0.11; N 0.15; C -0.53; H 0.11; H 0.08; C -0.53; C -0.42; C -0.50; H 0.11; H 0.06; H 0.10; C -0.07; H 0.06; H 0.10; C -0.10; H 0.11; H 0.09; S 0.87; As 1.25; H 0.08; O 0.05; C -0.06; C -0.52; C -0.08; H 0.15; C -0.30; O 0.12; H 0.11; S 0.83; O -0.20; C -0.42; C -0.15; C -0.28; C -0.31; C -0.07; H 0.08; C -0.21; H 0.10; C -0.10; H 0.11

Here is 3 unconnected molecules or ions with the total composition C2H8O2 from OMol25. Energies are from ωB97M-V/def2-TZVPD.

Geometry as XYZ:
```
12
C2H8O2 ωB97M-V/def2-TZVPD
H 2.5763 1.1565 2.7225
H -1.7851 -0.8477 -7.2524
C -0.0360 0.7755 1.9679
C -0.1633 -0.7194 2.0741
H -0.6837 -1.1006 1.1949
H 0.6448 1.1094 1.1622
H 0.8557 -1.1014 2.0248
O -0.5975 1.5673 2.6723
H 3.3022 1.3411 2.6646
O -2.0891 -0.5880 -6.3782
H -0.7206 -0.9984 2.9659
H -1.3037 -0.5945 -5.8186
```

* energy relative to the best compared isomer or geometry (same formula, charge and spin): 1.1304 eV
* HOMO level: -9.95 eV
* SMILES: [H][H].CC=O.O

From a Löwdin analysis of the wavefunction, the atomic charges in e read: H 0.01; H 0.03; C -0.37; C -0.06; H 0.08; H 0.10; H 0.07; O 0.04; H 0.04; O -0.06; H 0.08; H 0.03

Here is a molecular structure, C6H12CrS7 in a non-equilibrium geometry from OMol25. Energies are from ωB97M-V/def2-TZVPD.

Geometry as XYZ:
```
26
C6H12CrS7 ωB97M-V/def2-TZVPD
S 2.4045 0.3839 -0.9249
H -1.9907 0.7134 2.9383
H -0.6169 3.2799 2.1587
H 0.0764 1.4933 4.0524
C -2.7303 -0.8779 0.9107
H -2.3636 1.8100 1.2322
C -1.6186 2.2183 0.5536
C 0.1425 0.7048 3.3028
H 0.2289 3.3368 0.6128
H -3.2350 -1.8389 0.8280
S -1.2586 0.9382 -0.7156
C -1.1887 0.0043 3.1283
H -3.3129 -0.2600 1.5900
C -0.3645 2.7011 1.2706
H -1.4317 -0.5545 4.0314
H -3.5474 0.2287 -0.7596
S 0.8389 1.4241 1.7782
S 0.0986 -2.1801 -1.1735
S 1.9947 -2.8594 -0.9497
S -1.1326 -1.2165 1.7492
H -2.0678 3.0542 0.0188
C -2.6127 -0.2557 -0.4792
H -2.3837 -1.0153 -1.2273
H 0.9151 0.0008 3.6159
S 2.7058 -1.2403 0.2186
Cr 0.5022 -0.3186 0.2209
```

* <S²>: 3.864
* energy relative to the best compared isomer or geometry (same formula, charge and spin): 0.0000 eV
* HOMO level (alpha / beta): -10.86 / -11.01 eV
* charge: +1
* 2S+1: 4

From a Löwdin analysis of the wavefunction, the atomic charges in e read: S 0.16; H 0.07; H 0.10; H 0.10; C -0.43; H 0.07; C -0.42; C -0.45; H 0.09; H 0.10; S 0.90; C -0.44; H 0.08; C -0.43; H 0.10; H 0.10; S 0.87; S 0.07; S 0.08; S 0.90; H 0.10; C -0.46; H 0.06; H 0.09; S 0.06; Cr -0.46